C17H32FeN8SSi2 | wB97M-V/def2-TZVPD

```
! RIJCOSX wB97M-V def2-TZVPD def2/J DEFGRID3
* xyz 0 1
C -2.3667 1.9903 -0.5627
H 2.2306 -3.3988 -3.3653
H -1.1944 1.5332 5.4324
H -0.4328 -1.9225 3.4031
H -3.1699 -2.3768 0.2369
C 2.0466 -2.5020 -2.7862
H -2.0368 2.7710 0.1080
H 2.8178 0.7749 -2.6897
Fe -0.2154 0.4957 0.7589
C 2.3682 -0.1641 -2.3895
C 1.0160 3.2602 -2.3428
Si 1.7435 2.5243 -0.7697
N 1.0682 0.4837 3.4502
C 2.6257 -1.3017 -3.1468
H -0.0629 3.0880 -2.3856
H 0.8960 -2.9678 2.8498
C -2.0199 -0.0808 -1.4520
C -3.1606 0.0919 -2.2598
N 1.2638 0.1445 2.1135
H 1.4510 2.8076 -3.2362
C 1.2068 -2.5618 -1.6769
N -1.6365 0.8574 -0.6063
C 1.1032 3.5310 0.6953
C -0.7772 -4.3670 0.2940
H 2.0191 0.6566 1.6533
H -2.7706 -1.1138 1.4020
H -4.0609 3.0488 -1.3162
N 0.0721 -1.4119 0.2070
H 1.3650 -0.8619 1.9626
H -0.6588 -3.6630 3.2952
C -0.1475 0.8989 3.8310
H 3.2697 -1.2361 -4.0152
C 3.6095 2.7908 -0.8086
H -1.4124 -5.0111 0.9090
H 1.1355 4.5984 0.4624
H 3.8457 3.8463 -0.9705
H -1.1647 -4.3965 -0.7261
H -4.2650 -0.6781 -3.7743
C 0.9363 -1.4393 -0.8900
H 0.2244 -4.8008 0.2875
N -3.5633 -0.9113 -3.0934
H -1.4104 -0.9731 -1.5003
N -0.3157 1.1424 5.1417
H 1.7801 0.2491 4.1251
H 4.0651 2.4902 0.1385
H -3.1050 -2.7489 1.9595
H 1.1903 4.3380 -2.3959
Si -0.8070 -2.6311 1.0241
N 1.2745 0.9115 -0.4589
H 4.0952 2.2182 -1.5992
S -1.4252 1.0848 2.7508
H 1.7132 3.3762 1.5907
H 0.4631 1.2009 5.7756
C -0.1858 -2.8069 2.8069
H 0.0701 3.2970 0.9712
C -3.4777 2.1371 -1.3588
H -2.9074 -1.6327 -3.3351
N -3.8924 1.1950 -2.2055
C 1.5505 -0.1971 -1.2588
H 0.7541 -3.5079 -1.4235
C -2.6280 -2.1694 1.1638
*
```

Output
* frontier orbital gap (alpha / beta): 5.75 / 5.75 eV
* DFT total energy: -3346.030071 Ha
* E_HOMO (alpha / beta): -5.82 / -5.82 eV
* M: 492.583 g/mol



C17H32N4O4 | wB97M-V/def2-TZVPD

```
! RIJCOSX wB97M-V def2-TZVPD def2/J DEFGRID3
* xyz 0 1
O -1.2394 4.3683 1.0172
H 5.5732 3.4854 -0.8670
N 3.2534 -4.9698 1.6012
H -1.7278 -2.1983 0.7237
O -4.4720 0.2493 2.2588
C -4.1363 -0.5711 -0.7350
H 1.5714 1.8016 2.3044
H 6.1676 1.7892 -0.9586
H 1.8899 1.9931 -1.9223
H 3.2931 -1.0944 0.1919
H 4.1896 -4.9949 2.0280
N -5.2692 -0.6251 0.2299
H 4.2070 2.5440 -2.6242
H 4.2120 0.8717 -1.9632
H 2.5567 3.3021 -0.8858
H -4.1453 -2.3962 -2.0411
C 2.3235 1.4508 0.2480
C -2.0429 -1.9938 -1.4616
N 0.0878 -1.5711 -0.1146
H -1.7630 -0.9636 -1.8230
H 2.5990 -4.8769 2.3905
C 2.6409 2.1959 -1.1056
H -3.3063 0.1172 -0.4168
H 2.2771 3.2687 1.5181
O -2.7462 4.6349 -0.5438
H -6.6373 1.8137 1.9384
C 1.8772 -3.5275 -0.0136
H -2.7646 5.2231 0.2311
H 0.5653 2.6503 1.0549
C -3.6009 -2.0223 -1.1270
C -1.1464 -2.3870 -0.2284
O -1.2210 3.0119 -0.8033
H 3.3204 1.1572 0.7028
C 3.1879 -3.6660 0.8994
H 4.0753 -3.4951 0.2211
H -3.8372 -2.7399 -0.2876
H -6.5050 1.7662 0.1431
N 2.2827 -1.0655 0.1027
C 4.0929 1.9551 -1.6670
C -1.6467 3.9374 -0.0892
C 5.2606 2.4188 -0.7150
H -4.5637 -0.1484 -1.6913
H 3.2266 -2.8480 1.6748
C -5.8951 1.7639 1.0875
C 0.1316 -0.1470 -0.0688
H -5.2260 2.6570 1.1483
H -5.2860 -1.5088 0.7465
C -5.1354 0.4025 1.2550
H -0.6776 0.6203 -0.1346
H -1.8920 -2.7610 -2.2748
H 5.0613 2.2723 0.3776
H 2.2238 -3.8050 -1.0528
C 1.6207 2.3773 1.3310
C 1.3426 -2.0689 -0.0155
H 1.1373 -4.3003 0.3096
H -0.8852 -3.4801 -0.1929
C 1.5203 0.1266 0.0885
*
```

Output
* frontier orbital gap: 6.74 eV
* DFT total energy: -1186.862460 Ha
* E_HOMO: -7.12 eV
* M: 356.467 g/mol
* relative energy (zero: lowest compared OMol25 entry of this formula, charge and spin): 103.2 kcal per mole



C17H32NOOsP | wB97M-V/def2-TZVPD

```
! RIJCOSX wB97M-V def2-TZVPD def2/J DEFGRID3
* xyz 2 5
C 1.1625 -2.3992 -2.8994
C -1.0903 0.5056 -1.2146
C -1.3649 1.5005 -2.1772
H -2.7070 -2.0746 -2.7893
C 2.2237 -2.6241 -0.6910
H -1.2138 -2.1555 2.3611
H -1.4730 0.8310 4.0145
H 2.2790 2.4665 -2.5710
H 1.6498 -3.1640 -3.5210
C -1.4459 0.4898 2.9799
H -2.5578 2.1334 -3.8320
C -1.1706 -2.0129 -0.6030
H -0.3740 3.2787 -2.9526
C -2.3264 -1.0568 -2.6060
C -0.1911 -3.1794 -0.9940
C 1.3528 4.2799 -0.3004
H -0.8226 -1.6382 0.3568
C -0.1477 -0.3032 2.7630
H 0.1569 -2.2127 -3.2948
P 0.5981 2.7184 -0.7710
H -2.1206 -2.5444 -0.4448
C -2.7522 -0.0087 -3.4310
C 0.9891 0.1917 3.6629
H 0.7997 -0.0863 4.7047
H 0.5532 -2.3535 2.5711
C 1.8035 1.8135 -1.8262
H -3.4908 -0.1859 -4.2104
C -2.2613 1.2789 -3.2192
H 2.5589 1.4017 -1.1519
H -0.4994 -2.0556 3.9763
H 0.9280 2.0829 1.5853
H -1.5875 1.4110 2.3625
H 2.9526 -3.4497 -0.8011
C -0.3428 -1.8173 2.9261
H 1.9393 -0.2506 3.3392
H 1.3086 0.9885 -2.3433
H -1.5526 3.5713 -1.6352
C -1.4675 -0.8463 -1.5111
H 0.0418 -3.7710 -0.0880
N 1.0911 -2.8515 -1.5481
O 0.3573 -0.1470 1.4565
C -0.7912 2.8687 -2.0237
H 2.7501 -1.6882 -0.9589
H 1.8965 -2.5755 0.3608
H 1.2163 5.0668 -1.0514
Os -0.4564 1.3918 0.6112
H -2.3117 -0.1516 2.8177
H 0.9092 4.6015 0.6463
H 1.7630 -1.4781 -2.9733
H 1.0733 1.2822 3.5945
H -0.6888 -3.8600 -1.7082
H 2.4214 4.1017 -0.1376
H 0.4293 2.6926 1.6360
*
```

Output
* frontier orbital gap (alpha / beta): 8.15 / 5.68 eV
* DFT total energy: -1228.200634 Ha
* E_HOMO (alpha / beta): -14.01 / -14.57 eV
* M: 487.653 g/mol
* relative energy (zero: lowest compared OMol25 entry of this formula, charge and spin): 0.0 kcal per mole